C28H44BrN3P2V | ωB97M-V/def2-TZVPD

Computed properties:
HOMO-LUMO gap (alpha / beta) = 6.074 / 3.030 eV
Energy relative to the best compared isomer or geometry (same formula, charge and spin) = 338.8 kJ/mol
Expectation value of S² = 3.7836
Spin multiplicity = 4
Charge = +2
Molecular weight = 615.48 g/mol
LUMO level (alpha / beta) = -6.4146 / -9.4699 eV

Last column: Löwdin spin population.
Geometry (Å):
N 3.6182 -0.9072 -9.7992  -0.001
C 4.5653 -0.6030 -8.8964  0.000
C 4.2933 -0.2287 -7.5756  -0.001
C 2.9546 -0.1546 -7.1251  -0.001
C 1.9611 -0.4762 -8.0812  -0.001
C 2.3420 -0.8381 -9.3756  0.000
C 2.6730 0.2353 -5.7445  -0.011
V 0.5631 0.9533 1.1774  2.018
P -1.2653 -3.5016 5.3500  0.623
C 1.9420 -0.4735 -4.8424  0.001
C 1.6485 -0.1081 -3.4591  -0.011
C 0.6845 -0.8528 -2.7384  0.000
C 0.3673 -0.5484 -1.4091  -0.008
C 1.0004 0.5169 -0.7310  -0.017
C 1.9637 1.2638 -1.4526  -0.007
C 2.2804 0.9629 -2.7800  0.003
Br 0.0132 1.5107 3.5989  0.016
H 3.1092 1.1951 -5.4400  0.000
H 1.5126 -1.4335 -5.1589  0.000
H 5.1159 0.0063 -6.8906  0.000
H 0.8983 -0.4457 -7.8212  0.000
H 5.6054 -0.6607 -9.2464  0.000
H 1.5730 -1.0883 -10.1198  0.000
H 0.1792 -1.6883 -3.2392  0.000
H 3.0308 1.5693 -3.2995  0.000
H -0.3855 -1.1540 -0.8906  -0.001
H 2.4775 2.1002 -0.9639  -0.001
P -1.6727 1.3127 0.6230  -0.008
C 0.4599 -3.6616 4.6219  0.091
C 1.1148 -5.0194 4.9069  0.009
H 1.0969 -2.8319 4.9880  0.001
H 0.3476 -3.5195 3.5304  0.016
H 2.2163 -4.9436 4.8692  0.000
H 0.8447 -5.3991 5.9089  0.004
H 0.7975 -5.7758 4.1676  0.000
C -2.2292 -3.8461 3.7739  0.090
C -3.6542 -4.3653 4.0053  0.008
H -1.6393 -4.6052 3.2249  0.001
H -2.2433 -2.9345 3.1439  0.016
H -4.0302 -4.8948 3.1114  0.000
H -3.6902 -5.0671 4.8576  0.004
H -4.3561 -3.5405 4.2193  0.000
C -1.3719 -1.6232 5.4289  0.099
C -1.2292 -1.0475 6.8450  0.008
H -2.3148 -1.2875 4.9535  0.002
H -0.5471 -1.2445 4.7962  0.017
H -1.6958 -0.0481 6.9141  0.000
H -1.7092 -1.6926 7.6011  0.004
H -0.1653 -0.9485 7.1236  0.000
C -2.4375 2.5882 1.7394  0.000
C -3.2421 3.7358 1.1157  -0.001
H -1.5736 2.9947 2.2944  0.000
H -3.0453 2.0147 2.4648  0.000
H -2.5839 4.4144 0.5476  0.000
H -4.0409 3.3839 0.4429  0.000
H -3.7152 4.3325 1.9160  0.000
C -2.7852 -0.1765 0.6690  -0.002
C -3.3094 -0.7536 -0.6522  0.000
H -3.6308 0.1264 1.3118  -0.001
H -2.2375 -0.9374 1.2553  0.000
H -4.2430 -0.2555 -0.9647  0.000
H -2.5826 -0.6609 -1.4750  0.000
H -3.5367 -1.8269 -0.5243  0.000
C -1.7032 1.9666 -1.1182  0.001
C -0.7946 3.1405 -1.5036  0.004
H -2.7616 2.2386 -1.2838  -0.001
H -1.5285 1.0740 -1.7465  0.000
H -0.4311 3.0470 -2.5414  0.000
H -1.2998 4.1142 -1.4041  0.000
H 0.0919 3.1545 -0.8445  0.002
N 1.2479 3.8930 1.4301  0.005
C 2.2855 4.7369 1.5736  0.017
C 3.4518 3.9980 1.6022  0.003
C 3.0516 2.6845 1.4689  0.013
N 1.7106 2.6566 1.3595  -0.005
H 0.2407 4.1579 1.3824  0.001
H 2.2003 5.8120 1.6573  0.001
H 4.4622 4.3681 1.7117  0.000
H 3.6891 1.8107 1.4548  0.001

Atomic forces in eV per Å
-0.3323 0.2448 0.8477
-0.1958 -0.0333 0.0038
-0.4029 0.1827 0.1082
0.3769 -0.6779 -1.6068
0.3032 0.0166 0.5251
0.3318 -0.0271 -0.1017
-0.7069 -0.0522 1.4831
1.1440 0.0203 1.0985
1.0795 2.6026 -3.7672
0.4100 0.0718 -1.3089
-0.1137 0.4611 0.8580
-0.0965 -0.0932 0.2370
0.4727 -0.0135 -0.5916
0.2698 -0.2255 0.0296
0.1022 -0.2595 -0.5020
-0.1031 0.0095 0.1600
0.2205 -0.9915 0.0062
-0.0639 -0.3562 -0.0306
0.1674 0.3793 0.0118
-0.3067 -0.1030 -0.3209
0.4143 0.0425 -0.0637
-0.5036 0.0169 0.1632
0.3770 0.1268 0.3421
0.2307 0.3397 0.1921
-0.2877 -0.2896 0.2273
0.1933 0.0871 -0.2282
-0.1976 -0.3480 -0.3592
-1.0995 1.1348 -1.1844
0.6036 -0.4018 0.8372
0.2329 -0.5435 0.0602
-0.5358 -0.4123 0.1106
-0.3217 0.0688 0.4943
-0.5644 -0.0392 -0.0601
0.2505 0.1768 -0.4390
0.1509 0.2876 0.3633
-0.4067 -1.2051 0.2213
-0.5221 -0.0436 0.0729
-0.2210 0.2718 0.3811
0.2935 -0.1497 0.6607
0.2144 0.2713 0.4252
-0.0475 0.2291 -0.4798
0.3066 -0.3498 -0.0210
-0.6138 0.1577 0.8045
0.1164 0.2165 0.4922
0.3090 -0.4950 0.3490
-0.2496 -0.4770 0.0763
0.3032 -0.4907 -0.0949
0.1081 0.3691 -0.3089
-0.4780 -0.0350 -0.0930
0.1641 0.1422 0.0840
-0.1564 0.0320 -0.1971
-0.6776 -0.1439 -0.0855
0.3669 0.2939 -0.1980
-0.3108 -0.2660 0.1395
0.2726 0.1514 0.2475
0.2207 -0.3069 -0.3486
-0.0433 0.0323 0.5540
-0.1019 -0.1544 -0.3228
0.3014 -0.1299 -0.2242
-0.1579 0.2037 -0.2839
0.4703 -0.1494 0.1132
-0.3283 -0.1460 0.3296
0.0737 0.4951 -0.0728
-1.3342 -0.4077 -0.1459
0.4225 0.1345 0.4482
0.3119 -0.0623 -0.1081
0.0889 0.5830 0.2926
-0.2135 -0.0137 0.5005
0.0861 -0.4185 -0.0394
-0.2141 0.1060 -0.4710
0.0291 1.4754 0.0740
0.4470 0.7982 0.1390
0.1700 0.5855 0.0984
-0.7631 0.3128 -0.0254
-0.1111 -1.8179 -0.5240
1.3731 -0.6867 0.0800
-0.3519 -0.1864 -0.0417
-0.2444 -0.0070 -0.0113
-0.4015 -0.1215 -0.0816